# 1
ORCA calculation (ωB97M-V with the def2-TZVPD basis set) on a structure of composition C16H31IrNP2Se.

Cartesian coordinates (Å):
P 1.099 1.279 1.266
P 1.325 -0.091 -2.100
C 2.520 1.116 0.088
C 2.212 1.310 -1.411
H 3.045 0.171 0.256
H 3.232 1.887 0.411
H 1.666 2.245 -1.597
H 3.157 1.412 -1.966
C 2.416 -1.522 -2.461
H 1.814 -2.390 -2.730
H 3.056 -1.759 -1.610
H 3.051 -1.278 -3.312
C 0.479 0.195 -3.678
H 1.186 0.169 -4.504
H 0.013 1.181 -3.638
H -0.294 -0.566 -3.828
C 2.004 1.344 2.828
H 1.362 1.504 3.702
H 2.734 2.171 2.780
H 2.584 0.427 3.002
C 0.551 2.947 0.872
H 0.217 2.994 -0.166
H 1.404 3.631 0.964
H -0.265 3.247 1.540
Ir -1.614 0.918 2.172
C -1.938 -2.132 -1.933
C -0.991 -2.780 -1.205
C 0.160 -2.559 -0.228
C 0.287 -1.663 1.032
C 0.017 -0.132 1.026
C -0.895 0.559 0.118
C -1.181 0.051 -1.219
C -2.429 -0.807 -1.374
C -2.660 1.802 3.598
H -2.576 -2.634 -2.645
H -0.821 -3.778 -1.567
H 1.053 -2.330 -0.830
H 0.371 -3.585 0.137
H -0.266 -2.148 1.863
H 1.353 -1.703 1.344
H -0.332 -0.170 2.407
H -1.389 1.566 0.397
H -0.214 -0.577 -1.418
H -1.226 0.846 -1.982
H -2.855 -0.946 -0.354
H -3.184 -0.307 -2.007
H -3.655 1.927 3.132
H -2.247 2.789 3.836
H -2.704 1.173 4.486
Se -4.237 -3.072 2.059
C -3.497 -1.477 2.195
N -2.895 -0.455 2.252

Computed properties:
HOMO energy (spin up / spin down), eV: -12.930 / -14.158
ΔE to the lowest compared entry with this formula, charge and spin, kcal/mol: 81.73
Multiplicity: 6
Charge: +2

---

# 2
ORCA calculation (ωB97M-V with the def2-TZVPD basis set) on a structure of composition C28H36CdN7OSSi2.

Cartesian coordinates (Å):
Cd -0.180 -0.274 0.946
N -1.891 2.437 4.556
C -1.182 1.837 3.539
S -1.527 0.190 3.227
N -0.311 2.644 2.967
N 0.416 2.078 1.966
C 1.353 2.822 1.525
C 2.314 2.381 0.510
C 3.405 3.210 0.243
C 4.379 2.785 -0.640
C 4.239 1.540 -1.230
C 3.110 0.792 -0.924
N 2.157 1.194 -0.089
H -2.759 1.987 4.789
H -1.892 3.445 4.526
H 1.508 3.808 1.965
H 3.480 4.167 0.743
H 5.237 3.410 -0.857
H 4.978 1.145 -1.914
H 2.979 -0.185 -1.367
O 0.849 -2.228 0.210
C 2.089 -2.425 -0.028
C 2.500 -3.152 -1.187
C 3.823 -3.335 -1.512
C 4.843 -2.824 -0.701
C 4.483 -2.148 0.447
C 3.148 -1.952 0.812
C 2.835 -1.257 2.053
N 1.713 -0.646 2.384
C 1.894 -0.130 3.646
C 3.138 -0.432 4.094
N 3.730 -1.147 3.074
H 1.711 -3.536 -1.823
H 4.077 -3.877 -2.417
H 5.884 -2.947 -0.968
H 5.268 -1.721 1.065
H 1.106 0.413 4.139
H 3.643 -0.220 5.019
H 4.630 -1.590 3.098
C -2.820 2.548 0.630
Si -2.330 1.678 -0.960
C -0.910 2.608 -1.776
C -3.849 2.020 -2.058
C -1.831 -0.092 -0.699
C -2.856 -0.943 -0.022
C -4.209 -0.988 -0.403
C -5.084 -1.843 0.237
C -4.612 -2.663 1.253
C -3.268 -2.574 1.570
N -2.423 -1.750 0.962
Si -1.331 -1.017 -2.246
C -1.523 -2.868 -1.989
C 0.418 -0.671 -2.820
C -2.408 -0.631 -3.762
H -3.373 3.461 0.389
H -1.963 2.820 1.243
H -3.468 1.906 1.234
H -1.115 3.683 -1.780
H -0.770 2.292 -2.813
H 0.027 2.439 -1.242
H -3.873 3.096 -2.264
H -4.776 1.780 -1.531
H -3.852 1.497 -3.013
H -4.553 -0.360 -1.213
H -6.126 -1.876 -0.059
H -5.261 -3.348 1.783
H -2.842 -3.189 2.356
H -0.989 -3.174 -1.088
H -1.108 -3.409 -2.846
H -2.575 -3.148 -1.892
H 1.115 -1.158 -2.140
H 0.645 0.396 -2.847
H 0.577 -1.085 -3.820
H -3.472 -0.786 -3.566
H -2.117 -1.305 -4.573
H -2.273 0.393 -4.119

Computed properties:
HOMO energy, eV: -4.314
ΔE to the lowest compared entry with this formula, charge and spin, kcal/mol: 0.00
Charge: -1

---

# 3
ORCA calculation (ωB97M-V with the def2-TZVPD basis set) on a structure of composition C37H33Cl2N6O8S4Sc.

Cartesian coordinates (Å):
Sc -0.675 0.039 -0.211
N 1.224 -2.975 -3.027
C 0.455 -2.034 -2.399
S -0.054 -2.435 -0.809
N 0.167 -0.960 -3.076
N -0.607 -0.002 -2.482
C -1.001 0.930 -3.289
C -1.811 2.057 -2.929
C -2.241 2.923 -3.941
C -3.072 3.989 -3.676
C -3.503 4.207 -2.369
C -3.083 3.391 -1.348
C -2.211 2.300 -1.576
O -1.788 1.586 -0.584
H 1.637 -3.649 -2.404
H 1.794 -2.642 -3.788
H -0.716 0.841 -4.346
H -1.912 2.734 -4.956
H -3.392 4.646 -4.475
H -4.164 5.038 -2.153
H -3.426 3.548 -0.335
N 0.467 -0.831 1.968
C -0.310 -1.564 2.856
C -0.767 -2.838 2.506
C -1.620 -3.535 3.335
C -2.016 -2.999 4.552
C -1.542 -1.752 4.926
C -0.697 -1.040 4.093
H 0.864 0.003 2.403
H 1.225 -1.383 1.540
H -0.466 -3.260 1.560
H -1.983 -4.508 3.030
H -2.672 -3.561 5.206
H -1.821 -1.344 5.891
H -0.333 -0.066 4.397
C 2.074 -4.573 2.781
O 2.309 -3.220 2.486
C 3.489 -2.888 1.894
S 4.663 -4.035 1.625
S 3.583 -1.265 1.510
H 1.091 -4.621 3.245
H 2.827 -4.963 3.473
H 2.092 -5.178 1.869
Cl -0.414 5.548 0.283
C -0.908 4.174 1.188
C -2.124 4.179 1.854
C -2.487 3.031 2.537
C -1.632 1.940 2.505
N -0.462 1.951 1.879
C -0.095 3.048 1.231
H -2.760 5.053 1.822
H -3.430 2.974 3.063
H -1.903 1.014 2.995
H 0.866 3.030 0.725
C 5.191 3.060 -4.249
C 5.691 2.688 -2.886
C 6.881 3.189 -2.396
C 7.291 2.862 -1.115
Cl 8.811 3.484 -0.544
C 6.520 2.051 -0.306
C 5.337 1.527 -0.794
C 4.913 1.828 -2.085
O 3.813 1.333 -2.688
C 2.887 0.571 -1.945
C 2.068 1.404 -0.929
O 2.368 2.563 -0.692
O 1.100 0.756 -0.420
H 5.910 3.683 -4.778
H 4.249 3.601 -4.159
H 4.988 2.168 -4.840
H 7.481 3.847 -3.007
H 6.833 1.819 0.700
H 4.746 0.897 -0.149
H 3.360 -0.261 -1.407
H 2.185 0.169 -2.681
O -3.397 -2.925 -2.497
C -3.480 -2.321 -1.442
N -3.125 -1.047 -1.217
S -3.423 -0.593 0.279
O -4.294 0.541 0.430
O -2.166 -0.513 1.031
C -4.235 -2.092 0.841
C -4.867 -2.442 2.013
C -5.398 -3.723 2.102
C -5.247 -4.625 1.057
C -4.599 -4.260 -0.114
C -4.110 -2.968 -0.219
H -4.945 -1.740 2.829
H -5.931 -4.020 2.995
H -5.653 -5.623 1.165
H -4.480 -4.944 -0.940

Computed properties:
HOMO energy, eV: -2.151
ΔE to the lowest compared entry with this formula, charge and spin, kcal/mol: 15.17
Charge: -2

---

> Which value of charge does entry 3 give?

-2